Record 1
Density functional theory data (ωB97M-V/def2-TZVPD) for a molecular structure, C10H17B2Ca2F9IKN2O10S3 in a non-equilibrium geometry.

XYZ file:
```
57
Properties=species:S:1:pos:R:3:forces:R:3:lowdin_charge:R:1
F 2.6676 3.4285 0.7291 -1.4 -1.0 -0.3 0.211
B 1.7984 2.5128 0.2622 1.7 0.0 -0.5 -0.434
C 1.8226 0.9773 0.7154 -0.3 0.1 -0.7 -0.124
C 2.2818 -0.0102 -0.4525 0.0 0.2 0.7 -0.273
C 1.0962 -0.7532 -1.1637 0.7 1.3 -0.9 -0.610
I 0.4668 -2.5225 -0.0636 0.1 0.3 -0.5 0.865
C 0.6629 2.8893 -0.8153 -0.4 0.7 -0.9 -0.048
C 0.7172 2.4046 -2.2094 -2.3 2.0 0.7 0.051
C -0.4510 2.8444 -2.9750 1.4 -0.3 1.6 -0.012
C -1.4758 3.6376 -2.3677 -0.8 0.3 -1.5 -0.152
N -1.5755 4.1454 -1.1061 3.4 -2.3 -1.7 -0.195
C -0.4082 3.6951 -0.4030 0.7 0.2 0.7 -0.287
H 2.4681 0.8430 1.6092 -0.7 -0.1 -0.6 0.084
H 0.7472 0.7226 0.9262 1.1 0.1 0.2 0.076
H 2.9005 0.5660 -1.1967 -0.7 -0.6 0.4 0.113
H 2.9621 -0.7646 0.0158 -0.5 0.6 -0.5 0.096
H 0.1785 -0.1261 -1.2934 0.8 -0.5 0.4 0.032
H 1.4356 -0.9953 -2.2046 -0.4 -0.5 1.0 0.058
H 1.5428 1.7706 -2.5817 -0.5 0.7 0.3 0.108
H -0.5509 2.5524 -4.0391 -0.1 0.4 0.9 0.113
H -2.3481 3.8866 -3.0230 0.8 -0.2 0.6 0.119
H -0.3408 4.0567 0.7063 0.4 -0.1 -1.6 0.112
N -0.3276 -0.9312 5.0541 -1.2 -0.8 0.1 -0.261
S -1.0089 -2.0060 5.9415 3.9 -0.8 2.4 0.513
O -0.4730 -3.3229 5.9242 -1.0 0.0 -0.7 -0.227
O -2.4692 -1.9094 6.1011 3.6 -1.5 1.1 -0.693
F -0.5340 -1.5189 7.3537 -0.6 0.6 -0.6 -0.122
S -0.5651 -1.1806 3.5246 0.5 -0.2 -2.6 0.437
O 0.2878 -0.4237 2.6836 -0.2 0.4 1.0 -0.299
O -1.9444 -1.2828 3.0805 -0.2 0.0 1.2 -0.375
F -0.0119 -2.6534 3.2931 -0.3 -0.1 0.4 -0.221
Ca -2.4238 3.4774 0.6940 -0.9 -0.4 1.5 1.493
O 4.9198 0.7443 1.6563 0.0 0.1 0.1 -0.052
H 5.2450 0.8231 2.5596 -0.1 0.0 -0.1 0.041
H 4.5906 1.6297 1.4493 0.1 0.0 -0.1 0.041
F 3.2549 3.1594 -2.1106 -1.1 -1.5 0.3 -0.521
Ca -4.1266 -1.2681 5.6000 -4.5 2.1 -1.8 1.164
F 0.2633 1.5533 5.3339 0.0 0.4 -0.8 -0.486
C -2.0599 -5.6263 -1.6475 0.9 0.3 0.1 -0.137
C -2.2986 -4.2329 -2.1778 -0.3 0.3 0.8 -0.166
O -2.6545 -4.4275 -3.5606 -0.2 -1.2 -0.7 -0.161
S -3.4389 -5.8098 -3.7094 1.1 2.5 3.1 0.639
O -4.8325 -5.5488 -3.7299 0.1 -0.9 -0.9 -0.175
O -2.7939 -6.5837 -4.7352 3.0 6.9 5.8 -0.609
O -3.0611 -6.4409 -2.2895 -0.6 0.0 -1.0 -0.170
H -1.0770 -6.0001 -1.9411 0.0 0.0 0.0 0.142
H -2.1578 -5.6804 -0.5658 -0.2 -0.2 -0.1 0.147
H -1.4196 -3.6023 -2.0874 0.1 0.0 -0.3 0.046
H -3.1425 -3.7543 -1.6762 0.1 0.0 0.0 0.143
O 1.5480 2.4657 3.3536 -0.7 0.1 0.4 -0.127
H 1.2606 1.5455 3.3653 -0.1 -0.4 0.2 -0.092
B 1.6779 6.1816 -1.9926 1.1 0.1 -0.3 -1.214
F 1.7302 7.5455 -2.3895 -0.3 -0.4 0.1 0.058
F 2.9642 5.7233 -1.7137 -0.7 0.5 0.0 0.100
F 0.8644 6.0691 -0.8212 -0.4 -0.1 0.0 0.052
F 1.0862 5.4024 -3.0364 -0.3 0.2 0.3 0.062
K -3.4704 -7.8773 -5.8534 -3.7 -7.7 -6.9 1.125
```
Forces are in eV/Å.

Computed properties:
F_max (eV/Å): 10.998

=====

Record 2
Density functional theory data (ωB97M-V/def2-TZVPD) for a molecular structure, C5H11N3 in a non-equilibrium geometry.

XYZ file:
```
19
Properties=species:S:1:pos:R:3:forces:R:3:lowdin_charge:R:1
C -0.4918 1.0473 3.0864 -0.4 1.2 1.7 0.065
C -0.1683 -1.0134 1.9786 0.5 1.2 -0.1 0.098
C -0.1408 0.3721 1.2854 0.5 -2.7 0.9 -0.342
C -0.4330 0.4784 -0.1618 -1.0 0.4 0.6 -0.092
C 0.2123 -0.5704 -0.9828 0.1 -3.0 0.3 -0.152
N -1.1187 0.0580 2.3291 -1.8 0.3 -0.2 0.095
N 0.3898 1.3833 2.1803 -1.7 -1.3 0.3 0.253
N 0.0168 -0.3861 -2.4604 2.2 1.1 -1.4 0.195
H -0.7702 1.5191 4.1345 0.8 -1.3 -2.2 0.230
H -0.5692 -1.8165 1.3299 0.2 0.4 1.0 0.142
H 0.5341 -1.1753 2.7854 0.3 -0.7 -0.3 0.143
H -0.0566 1.4218 -0.3941 0.6 1.8 -1.0 0.123
H -1.5107 0.5299 -0.2940 -0.2 -0.1 -0.1 0.162
H 1.2582 -0.6263 -0.8731 1.4 0.6 0.4 0.128
H -0.0415 -1.6194 -0.6013 -0.3 1.3 -1.3 0.161
H 1.0971 2.0408 2.1015 1.6 1.7 0.0 0.161
H -0.3158 0.6012 -2.5940 0.7 -0.8 -0.3 0.186
H -0.7137 -0.9332 -2.8907 -0.3 -0.7 -0.1 0.165
H 0.9948 -0.5497 -3.0508 -3.2 0.6 1.7 0.278
```
Forces are in eV/Å.

Computed properties:
Charge: +2
F_max (eV/Å): 3.685

=====

Record 3
Density functional theory data (ωB97M-V/def2-TZVPD) for 2 unconnected molecules or ions with the total composition Cl2H2OSi in a non-equilibrium geometry.

XYZ file:
```
6
Properties=species:S:1:pos:R:3:forces:R:3:lowdin_charge:R:1
O -0.0482 0.8536 -0.4765 -0.6 0.5 -0.1 -0.459
Si -0.9522 0.2073 0.5481 2.2 -2.1 0.8 0.102
Cl -2.8334 0.4074 1.0642 -1.1 0.5 0.1 0.367
H -0.4034 -0.9943 1.4087 -0.6 1.3 -0.8 -0.007
Cl 2.5864 -0.5338 -1.0222 2.2 -1.4 0.9 0.331
H 1.6507 0.0598 -1.5223 -2.0 1.3 -0.9 -0.334
```
Forces are in eV/Å.

Computed properties:
SMILES: O=[SiH]Cl.Cl
F_max (eV/Å): 3.161

=====

Record 4
Density functional theory data (ωB97M-V/def2-TZVPD) for a gas-phase ion, C23H31BrClN2O3 (charge +1).

XYZ file:
```
61
Properties=species:S:1:pos:R:3:forces:R:3:lowdin_charge:R:1
C -2.8957 -4.5732 1.7170 0.2 0.4 -0.1 -0.050
C -1.9230 -3.4980 1.2622 0.1 -0.4 0.0 -0.244
O -2.5658 -2.2450 1.4269 -0.2 0.3 0.1 -0.055
C -1.9757 -1.1218 0.9778 0.1 0.3 0.2 -0.238
C -0.6841 -1.0509 0.4711 -0.1 -0.2 0.1 0.022
C -0.1459 0.1555 0.0326 -0.1 0.2 -0.1 -0.231
C 1.2781 0.2071 -0.4532 -0.3 -0.1 0.0 -0.140
N 2.2542 0.2331 0.6570 -0.1 -0.3 0.2 -0.058
C 2.1588 1.4273 1.5181 -0.1 0.4 0.1 -0.162
C 2.9797 2.5767 0.9280 0.1 -0.3 0.1 -0.138
C 4.4586 2.2064 0.8422 -0.1 0.5 0.2 -0.123
N 4.6302 0.9975 0.0006 -0.1 -0.1 0.0 -0.154
C 4.7491 1.3135 -1.4356 0.0 -0.2 -0.6 -0.090
C 4.8057 0.0115 -2.2402 -0.1 0.3 0.0 -0.167
O 5.8840 -0.7856 -1.8269 0.1 0.0 -0.1 -0.103
C 5.7877 -1.1110 -0.4660 0.1 0.1 0.3 -0.171
C 5.7689 0.1515 0.4027 0.3 -0.6 -0.1 -0.090
C -0.8975 1.3143 0.1081 0.0 -0.2 -0.1 -0.100
C -2.1868 1.2489 0.6115 -0.4 0.1 0.2 -0.560
Br -3.2403 2.8212 0.7090 0.2 -0.1 -0.1 0.842
C -2.7490 0.0607 1.0564 0.1 0.1 -0.1 -0.279
O -3.9919 0.0963 1.5979 0.4 -0.2 0.4 -0.059
C -5.0099 -0.6674 0.9445 -0.3 -0.2 -0.3 -0.126
C -5.4100 0.0148 -0.3386 0.1 -0.1 0.1 -0.222
C -6.3532 1.0366 -0.3056 0.0 -0.1 -0.1 -0.043
C -6.6888 1.7407 -1.4468 -0.1 0.0 0.1 -0.071
C -6.0789 1.4339 -2.6513 0.0 0.0 0.0 -0.070
C -5.1346 0.4250 -2.7100 0.0 0.0 0.0 -0.100
C -4.8041 -0.2697 -1.5580 -0.2 0.2 0.0 -0.575
Cl -3.6092 -1.5229 -1.6844 0.1 -0.2 -0.2 0.773
H -3.7862 -4.5593 1.0949 -0.1 0.0 -0.1 0.081
H -2.4266 -5.5496 1.6415 0.0 -0.1 0.0 0.081
H -3.1889 -4.3963 2.7480 0.0 0.0 0.1 0.084
H -1.0083 -3.5301 1.8702 -0.1 0.1 -0.1 0.127
H -1.6581 -3.6434 0.2066 0.0 0.1 0.1 0.126
H -0.0868 -1.9474 0.4029 0.0 -0.2 0.0 0.113
H 1.4290 1.0983 -1.0644 0.0 0.0 -0.1 0.120
H 1.5012 -0.6752 -1.0584 0.0 0.1 0.0 0.125
H 2.0986 -0.5989 1.2212 0.0 0.1 0.0 0.142
H 1.1171 1.7363 1.6479 0.1 -0.1 0.1 0.118
H 2.5564 1.1710 2.5024 0.0 0.0 0.0 0.134
H 2.5949 2.8465 -0.0555 0.0 0.1 -0.1 0.110
H 2.8722 3.4514 1.5680 0.0 0.0 0.0 0.131
H 4.8309 1.9808 1.8435 0.0 -0.1 -0.1 0.135
H 5.0504 3.0308 0.4376 0.1 -0.1 0.0 0.139
H 3.6423 0.4478 0.1891 0.4 0.0 -0.1 0.114
H 3.8977 1.9146 -1.7527 0.0 0.0 0.1 0.134
H 5.6701 1.8803 -1.6001 -0.1 0.0 0.1 0.147
H 4.9694 0.2277 -3.2964 -0.1 0.1 0.1 0.143
H 3.8575 -0.5370 -2.1289 0.0 0.0 0.0 0.126
H 6.6629 -1.7175 -0.2310 -0.1 0.0 0.1 0.142
H 4.8785 -1.7035 -0.2766 0.1 0.0 0.0 0.134
H 5.6683 -0.1212 1.4538 -0.1 0.1 0.0 0.140
H 6.7001 0.7073 0.2615 -0.1 0.1 0.1 0.148
H -0.5139 2.2589 -0.2450 0.1 0.1 0.0 0.108
H -5.8416 -0.6715 1.6508 0.1 0.0 -0.1 0.140
H -4.6719 -1.6914 0.7694 -0.1 0.2 0.1 0.101
H -6.8184 1.2805 0.6373 -0.1 0.0 0.1 0.122
H -7.4223 2.5297 -1.3953 -0.1 0.1 0.0 0.108
H -6.3337 1.9779 -3.5473 0.0 0.0 -0.1 0.109
H -4.6514 0.1754 -3.6419 0.0 0.0 -0.1 0.104
```
Forces are in eV/Å.

Computed properties:
SMILES: CCOc1cc(CNCCC[NH+]2CCOCC2)cc(Br)c1OCc1ccccc1Cl
Charge: +1
F_max (eV/Å): 0.684

=====

no.,gap between HOMO and LUMO (eV)
1,2.21
2,10.56
3,10.67
4,8.49